{
  "formula": "C84H210N14O28",
  "method": "the ωB97M-V functional and the def2-TZVPD basis",
  "symbols": ["C", "O", "C", "C", "N", "C", "C", "O", "C", "H", "H", "H", "H", "H", "H", "H", "H", "H", "H", "H", "H", "H", "H", "H", "C", "O", "C", "C", "N", "C", "C", "O", "C", "H", "H", "H", "H", "H", "H", "H", "H", "H", "H", "H", "H", "H", "H", "H", "C", "O", "C", "C", "N", "C", "C", "O", "C", "H", "H", "H", "H", "H", "H", "H", "H", "H", "H", "H", "H", "H", "H", "H", "C", "O", "C", "C", "N", "C", "C", "O", "C", "H", "H", "H", "H", "H", "H", "H", "H", "H", "H", "H", "H", "H", "H", "H", "C", "O", "C", "C", "N", "C", "C", "O", "C", "H", "H", "H", "H", "H", "H", "H", "H", "H", "H", "H", "H", "H", "H", "H", "C", "O", "C", "C", "N", "C", "C", "O", "C", "H", "H", "H", "H", "H", "H", "H", "H", "H", "H", "H", "H", "H", "H", "H", "C", "O", "C", "C", "N", "C", "C", "O", "C", "H", "H", "H", "H", "H", "H", "H", "H", "H", "H", "H", "H", "H", "H", "H", "C", "O", "C", "C", "N", "C", "C", "O", "C", "H", "H", "H", "H", "H", "H", "H", "H", "H", "H", "H", "H", "H", "H", "H", "C", "O", "C", "C", "N", "C", "C", "O", "C", "H", "H", "H", "H", "H", "H", "H", "H", "H", "H", "H", "H", "H", "H", "H", "C", "O", "C", "C", "N", "C", "C", "O", "C", "H", "H", "H", "H", "H", "H", "H", "H", "H", "H", "H", "H", "H", "H", "H", "C", "O", "C", "C", "N", "C", "C", "O", "C", "H", "H", "H", "H", "H", "H", "H", "H", "H", "H", "H", "H", "H", "H", "H", "C", "O", "C", "C", "N", "C", "C", "O", "C", "H", "H", "H", "H", "H", "H", "H", "H", "H", "H", "H", "H", "H", "H", "H", "C", "O", "C", "C", "N", "C", "C", "O", "C", "H", "H", "H", "H", "H", "H", "H", "H", "H", "H", "H", "H", "H", "H", "H", "C", "O", "C", "C", "N", "C", "C", "O", "C", "H", "H", "H", "H", "H", "H", "H", "H", "H", "H", "H", "H", "H", "H", "H"],
  "xyz": [[4.26, 0.16, 1.80], [4.68, 0.61, 0.57], [4.54, -0.37, -0.49], [5.32, 0.12, -1.75], [6.77, -0.02, -1.72], [7.40, 0.26, -2.97], [7.13, -0.88, -4.01], [6.02, -0.52, -4.73], [5.98, -1.20, -5.96], [4.57, -0.83, 1.97], [3.14, 0.21, 1.89], [4.68, 0.88, 2.53], [3.48, -0.60, -0.68], [4.95, -1.32, -0.11], [4.99, 1.13, -1.91], [4.96, -0.47, -2.58], [7.12, 0.65, -1.04], [8.49, 0.48, -2.90], [7.08, 1.14, -3.53], [6.99, -1.86, -3.59], [7.95, -0.93, -4.78], [6.92, -1.03, -6.46], [5.17, -0.74, -6.58], [5.79, -2.26, -5.74], [2.63, 3.62, 1.78], [2.67, 2.89, 3.00], [3.82, 3.30, 3.80], [3.89, 2.37, 4.94], [2.68, 2.44, 5.75], [2.59, 1.54, 6.89], [1.28, 1.65, 7.58], [0.17, 1.37, 6.71], [-1.04, 1.17, 7.48], [1.69, 3.41, 1.24], [3.45, 3.25, 1.17], [2.68, 4.65, 2.01], [3.66, 4.33, 4.10], [4.69, 3.34, 3.17], [4.74, 2.68, 5.59], [4.09, 1.33, 4.57], [1.88, 2.50, 5.12], [3.33, 1.83, 7.64], [2.84, 0.46, 6.72], [1.08, 2.68, 7.93], [1.28, 1.03, 8.50], [-1.65, 2.12, 7.51], [-0.83, 0.68, 8.45], [-1.63, 0.44, 6.92], [-8.58, -0.31, 3.24], [-8.94, -0.85, 4.46], [-8.00, -0.72, 5.52], [-6.70, -1.45, 5.26], [-7.09, -2.80, 4.93], [-6.09, -3.61, 4.28], [-5.63, -3.02, 2.93], [-6.68, -2.71, 2.03], [-6.31, -2.14, 0.79], [-7.58, -0.65, 2.91], [-8.63, 0.75, 3.32], [-9.38, -0.66, 2.54], [-8.47, -0.95, 6.45], [-7.73, 0.32, 5.68], [-6.01, -1.32, 6.09], [-6.17, -0.95, 4.38], [-7.88, -2.76, 4.25], [-6.47, -4.58, 4.04], [-5.26, -3.80, 4.93], [-4.94, -3.64, 2.36], [-5.02, -2.15, 3.08], [-6.06, -2.86, 0.03], [-5.49, -1.46, 0.95], [-7.14, -1.61, 0.30], [4.62, 5.08, -1.10], [5.55, 4.51, -0.18], [6.90, 4.46, -0.55], [7.65, 3.70, 0.54], [7.32, 2.28, 0.59], [7.91, 1.61, 1.79], [7.84, 0.07, 1.68], [8.81, -0.55, 2.49], [8.85, -2.01, 2.40], [3.62, 4.92, -0.66], [4.76, 4.58, -2.09], [4.87, 6.16, -1.19], [7.36, 5.45, -0.67], [7.04, 3.92, -1.48], [7.41, 4.15, 1.53], [8.74, 3.83, 0.49], [6.30, 2.20, 0.71], [7.45, 2.03, 2.69], [8.95, 1.87, 1.91], [8.16, -0.11, 0.64], [6.81, -0.25, 1.81], [7.85, -2.37, 2.62], [9.46, -2.39, 3.18], [9.14, -2.33, 1.37], [-1.65, -1.74, -3.31], [-2.85, -2.45, -2.97], [-3.76, -1.69, -2.22], [-4.67, -0.78, -3.07], [-5.47, 0.02, -2.13], [-6.47, 0.83, -2.85], [-6.73, 2.19, -2.22], [-7.07, 2.11, -0.83], [-7.15, 3.44, -0.34], [-1.84, -0.96, -4.03], [-1.00, -2.46, -3.77], [-1.15, -1.37, -2.38], [-3.19, -1.09, -1.52], [-4.48, -2.41, -1.74], [-5.34, -1.37, -3.65], [-4.07, -0.07, -3.72], [-4.84, 0.60, -1.62], [-7.41, 0.26, -2.76], [-6.18, 0.94, -3.87], [-7.48, 2.68, -2.85], [-5.73, 2.72, -2.34], [-7.85, 3.94, -0.99], [-6.20, 3.95, -0.24], [-7.55, 3.41, 0.68], [4.09, 3.33, -4.68], [3.56, 4.65, -4.52], [2.15, 4.67, -4.34], [1.34, 4.06, -5.48], [1.43, 4.72, -6.76], [0.80, 6.06, -6.85], [0.91, 6.69, -8.27], [2.28, 6.89, -8.56], [2.47, 7.55, -9.81], [5.17, 3.39, -4.66], [3.73, 2.87, -5.63], [3.81, 2.70, -3.86], [1.79, 5.70, -4.20], [1.95, 4.18, -3.37], [0.27, 4.07, -5.24], [1.56, 2.98, -5.68], [2.40, 4.84, -7.05], [1.29, 6.70, -6.12], [-0.29, 6.04, -6.61], [0.33, 7.63, -8.23], [0.51, 5.97, -9.02], [1.99, 7.01, -10.63], [3.57, 7.57, -9.98], [2.01, 8.56, -9.82], [-1.16, -4.05, -6.38], [0.17, -3.77, -6.18], [0.50, -2.43, -6.56], [1.80, -2.03, -5.83], [1.60, -2.34, -4.43], [2.81, -2.33, -3.61], [3.75, -3.58, -3.71], [4.04, -3.98, -5.03], [4.88, -5.13, -4.94], [-1.42, -3.83, -7.44], [-1.79, -3.34, -5.79], [-1.43, -5.07, -6.03], [-0.29, -1.75, -6.25], [0.74, -2.34, -7.66], [1.83, -0.94, -6.02], [2.63, -2.47, -6.35], [1.10, -3.23, -4.36], [2.54, -2.10, -2.54], [3.45, -1.47, -3.82], [3.26, -4.40, -3.16], [4.62, -3.25, -3.16], [5.34, -5.28, -5.91], [4.29, -6.02, -4.71], [5.58, -5.15, -4.07], [1.68, -0.55, 4.15], [2.24, -1.70, 3.58], [3.38, -2.09, 4.32], [3.04, -2.95, 5.50], [4.21, -3.54, 6.09], [4.04, -4.00, 7.45], [2.87, -4.89, 7.71], [1.60, -4.17, 7.86], [0.49, -5.03, 7.73], [1.54, -0.64, 5.23], [0.72, -0.30, 3.75], [2.35, 0.27, 3.91], [3.91, -1.24, 4.64], [4.04, -2.57, 3.58], [2.22, -3.61, 5.19], [2.69, -2.25, 6.26], [4.48, -4.34, 5.54], [4.04, -3.07, 8.06], [5.02, -4.47, 7.67], [3.10, -5.46, 8.65], [2.83, -5.52, 6.86], [0.51, -5.83, 8.52], [0.41, -5.53, 6.73], [-0.43, -4.46, 7.96], [-3.02, -0.11, 4.23], [-3.75, 0.08, 3.05], [-4.15, 1.46, 2.91], [-4.88, 1.59, 1.53], [-3.99, 1.69, 0.36], [-3.19, 2.88, 0.29], [-2.57, 2.96, -1.09], [-3.56, 3.30, -2.02], [-3.04, 3.24, -3.35], [-3.65, -0.11, 5.08], [-2.20, 0.61, 4.29], [-2.50, -1.10, 4.19], [-3.26, 2.07, 2.94], [-4.88, 1.61, 3.67], [-5.50, 2.50, 1.55], [-5.62, 0.83, 1.34], [-3.30, 0.98, 0.48], [-2.32, 2.86, 1.03], [-3.88, 3.74, 0.43], [-2.06, 1.99, -1.36], [-1.74, 3.72, -0.96], [-3.83, 3.31, -4.05], [-2.63, 2.25, -3.41], [-2.26, 3.97, -3.58], [-4.53, 1.02, 8.41], [-5.05, 1.48, 7.19], [-5.80, 2.67, 7.32], [-5.66, 3.46, 6.06], [-4.26, 3.76, 5.80], [-4.01, 4.69, 4.63], [-2.61, 5.16, 4.75], [-1.79, 3.96, 4.45], [-0.44, 4.40, 4.51], [-3.58, 1.49, 8.63], [-4.36, -0.08, 8.35], [-5.27, 1.15, 9.25], [-5.32, 3.22, 8.12], [-6.87, 2.41, 7.57], [-6.27, 4.43, 6.22], [-6.24, 2.94, 5.30], [-3.71, 2.97, 5.54], [-4.62, 5.55, 4.65], [-4.15, 4.17, 3.64], [-2.34, 5.52, 5.78], [-2.37, 6.00, 4.05], [0.25, 3.64, 4.03], [-0.16, 4.52, 5.56], [-0.30, 5.32, 4.06], [0.44, 0.93, -3.32], [0.50, 2.06, -2.51], [1.54, 2.13, -1.60], [1.39, 1.24, -0.43], [0.21, 1.57, 0.30], [0.05, 0.77, 1.50], [-0.27, -0.76, 1.41], [-1.56, -0.73, 0.81], [-2.08, -2.02, 1.09], [0.42, 0.04, -2.71], [1.40, 0.86, -3.86], [-0.40, 1.00, -4.04], [1.53, 3.18, -1.30], [2.50, 1.94, -2.08], [2.31, 1.25, 0.16], [1.45, 0.15, -0.75], [-0.61, 1.35, -0.26], [-0.77, 1.30, 2.04], [0.98, 0.88, 2.07], [-0.26, -1.06, 2.45], [0.46, -1.38, 0.89], [-3.15, -2.08, 0.75], [-2.10, -2.29, 2.18], [-1.53, -2.90, 0.68], [1.06, -6.04, -4.05], [0.41, -5.06, -3.30], [-0.44, -5.58, -2.27], [-0.32, -4.73, -1.00], [1.14, -4.78, -0.60], [1.54, -3.80, 0.34], [2.97, -4.03, 0.80], [3.75, -3.98, -0.37], [5.07, -4.51, -0.28], [1.71, -6.72, -3.47], [1.69, -5.56, -4.81], [0.37, -6.65, -4.66], [-0.02, -6.59, -2.06], [-1.44, -5.44, -2.62], [-0.80, -5.18, -0.14], [-0.75, -3.78, -1.16], [1.76, -4.78, -1.38], [0.97, -3.85, 1.27], [1.45, -2.78, -0.04], [3.04, -5.00, 1.32], [3.32, -3.20, 1.48], [5.81, -3.82, 0.23], [5.52, -4.63, -1.23], [5.06, -5.42, 0.30], [-1.02, 1.41, -6.94], [-1.87, 2.46, -7.25], [-1.50, 3.12, -8.47], [-2.25, 4.40, -8.54], [-1.96, 5.00, -9.81], [-2.54, 6.34, -9.79], [-2.49, 6.85, -11.26], [-3.36, 5.94, -11.96], [-3.44, 6.37, -13.28], [-0.02, 1.81, -6.79], [-0.89, 0.58, -7.68], [-1.27, 0.96, -5.96], [-1.83, 2.50, -9.32], [-0.40, 3.30, -8.53], [-2.01, 5.14, -7.72], [-3.32, 4.22, -8.36], [-2.47, 4.40, -10.46], [-2.00, 6.94, -9.07], [-3.62, 6.27, -9.52], [-1.41, 6.83, -11.55], [-2.93, 7.85, -11.39], [-4.08, 7.24, -13.39], [-4.05, 5.64, -13.83], [-2.45, 6.49, -13.80], [-3.94, -10.85, 6.09], [-3.59, -9.48, 6.18], [-2.24, -9.27, 5.80], [-2.02, -7.76, 5.52], [-2.82, -7.35, 4.35], [-3.03, -5.89, 4.37], [-1.87, -5.16, 3.68], [-1.81, -3.85, 4.27], [-0.55, -3.29, 4.37], [-3.32, -11.48, 6.76], [-3.89, -11.30, 5.10], [-4.97, -10.89, 6.47], [-2.02, -9.76, 4.86], [-1.54, -9.60, 6.59], [-0.97, -7.52, 5.29], [-2.42, -7.25, 6.40], [-3.72, -7.73, 4.51], [-3.22, -5.46, 5.35], [-3.89, -5.75, 3.76], [-1.96, -5.09, 2.60], [-0.82, -5.56, 3.84], [-0.64, -2.24, 4.64], [0.06, -3.39, 3.43], [0.06, -3.69, 5.25]],
  "e_above_lowest_kj_mol": 373.09,
  "e_tot_ha": -6198.99032,
  "orbital_gap_ev": 8.593,
  "charge": 0,
  "homo_ev": -8.17
}